(1)
A molecular structure, C45H58N7O3P2SeTi in a non-equilibrium geometry, computed with the ωB97M-V functional and the def2-TZVPD basis.

Last column: Löwdin charge in e.
Element x y z (Å)
H  -2.66  -3.71  5.38  0.097
C  -1.74  4.67  -0.34  -0.033
C  1.42  -1.04  -4.57  -0.174
N  -2.04  -2.28  -4.60  0.208
C  3.98  -0.65  0.78  -0.354
O  0.33  -0.59  -1.80  -0.146
C  -1.80  1.33  3.83  -0.135
H  -3.57  2.48  4.23  0.107
H  2.14  -0.55  -3.85  0.132
C  -0.95  -1.58  -5.14  -0.356
H  -2.11  -1.52  4.49  0.092
H  6.73  -3.20  0.15  0.114
H  1.64  -3.02  2.93  0.100
C  -5.05  1.36  -2.38  -0.028
H  -5.25  1.61  -3.40  0.086
C  -0.69  0.65  4.33  -0.372
H  -1.56  1.05  -2.59  0.029
C  2.58  0.98  2.66  -0.411
H  -2.49  0.49  -4.01  0.084
H  2.51  -1.06  3.42  0.069
H  0.43  1.21  -3.82  0.088
C  0.14  -3.41  -0.26  -0.192
C  1.76  -2.52  -4.64  -0.073
C  4.01  3.55  -2.21  -0.081
H  0.41  0.28  6.19  0.095
H  7.23  -1.38  1.54  0.114
H  -5.15  -3.27  -2.60  0.147
H  0.49  5.89  0.67  0.096
C  -4.99  -2.22  -2.33  -0.061
N  -0.80  2.66  0.74  -0.103
C  5.93  -2.48  0.32  -0.096
H  2.82  -2.64  -4.97  0.095
C  -3.70  -2.89  -0.32  -0.032
C  -1.43  -2.33  4.33  -0.066
H  -5.68  -0.99  -3.92  0.115
C  3.88  3.02  0.15  -0.088
H  4.14  3.27  1.18  0.112
H  -1.35  5.54  2.31  0.092
C  -1.23  1.49  6.53  -0.068
C  1.97  -0.12  3.54  -0.374
C  -0.44  0.70  5.72  -0.078
H  -2.32  5.58  -0.10  0.099
N  -0.11  2.14  -0.36  -0.047
C  -1.76  -3.63  4.81  -0.055
N  -1.09  -2.20  -2.42  0.202
H  1.51  -0.55  -5.52  0.120
H  0.10  -5.42  -0.75  0.093
P  0.20  -0.39  3.09  1.017
H  4.53  -3.58  -0.84  0.103
H  1.57  -4.51  -1.23  0.105
C  2.78  1.71  -1.48  -0.131
H  -2.00  1.34  2.77  0.042
C  -0.83  4.16  0.78  -0.611
C  3.71  -1.78  0.03  -0.099
O  -2.36  -3.90  -3.08  0.041
C  -0.02  -0.80  -4.14  -0.291
P  2.61  0.53  0.91  1.004
H  0.03  -4.47  -2.09  0.046
C  -2.33  2.20  6.00  -0.071
C  3.22  2.50  -2.49  -0.094
C  -0.28  -1.21  -2.70  -0.445
H  2.71  -1.92  -0.37  0.072
N  -4.70  -0.05  -2.25  -0.102
H  0.65  2.78  -0.58  0.062
H  -5.94  1.62  -1.84  0.093
H  -4.40  -3.05  0.53  0.110
C  -5.29  -1.10  -2.96  -0.034
H  1.17  4.52  -0.12  0.063
H  3.04  2.19  -3.52  0.119
C  6.22  -1.46  1.17  -0.065
H  -1.13  4.82  -1.21  0.071
H  -1.05  3.89  2.99  0.108
C  4.71  -2.69  -0.26  -0.061
H  -1.94  2.16  -3.88  0.091
H  -4.21  1.96  -2.02  0.047
H  4.94  4.73  -0.62  0.102
H  -2.28  -2.97  -5.29  0.151
H  3.60  1.27  2.95  0.083
O  -0.76  -1.67  -6.35  0.093
C  -1.53  4.48  2.11  -0.036
H  1.15  4.53  1.58  0.088
Ti  -0.03  -0.12  0.20  0.516
H  -1.09  1.59  7.61  0.111
C  -0.34  0.69  -4.32  -0.168
C  3.11  1.94  -0.12  -0.373
C  -1.63  1.11  -3.70  -0.081
C  -1.85  -2.82  -3.33  -0.552
C  0.54  4.81  0.72  -0.039
C  -0.90  -4.66  4.49  -0.099
H  -3.54  -3.85  -0.86  0.098
H  5.43  0.33  2.02  0.102
H  0.91  -5.34  3.65  0.120
H  -0.76  2.14  -1.16  0.062
H  1.68  -3.06  -3.72  0.055
C  -0.20  -2.06  3.72  -0.364
C  0.47  -4.50  -1.15  -0.012
H  2.20  0.83  -1.74  0.071
H  -2.73  -2.61  0.08  0.045
H  2.05  0.09  4.62  0.091
C  0.66  -3.13  3.43  -0.120
C  4.36  3.87  -0.89  -0.031
C  -2.64  2.13  4.65  -0.065
Se  -2.98  0.40  0.00  0.701
N  0.01  -2.53  0.49  0.145
C  -3.96  -0.57  -1.21  -0.667
C  5.22  -0.52  1.40  -0.067
C  0.27  -4.43  3.78  -0.092
H  4.30  4.20  -3.01  0.106
N  -4.16  -1.91  -1.29  -0.114
H  -2.58  4.29  2.00  0.074
H  -2.48  3.89  -0.55  0.077
H  -0.24  0.95  -5.41  0.150
H  1.97  1.91  2.78  0.085
H  -2.96  2.77  6.68  0.111
H  1.12  -3.08  -5.35  0.092
H  -0.30  2.40  1.63  0.090
H  -0.95  -5.64  4.97  0.110

Summary:
ΔE to the lowest compared entry with this formula, charge and spin ... 0.0 kcal/mol
2S+1 ... 3
HOMO energy (alpha / beta) ... -9.57 / -10.12 eV
Charge ... +1
DFT total energy ... -171216.09211 eV
Kohn-Sham gap (alpha / beta) ... 0.2930 / 0.3105 Eh

***

(2)
2 unconnected molecules or ions with the total composition C2H6N2O2 in a non-equilibrium geometry, computed with the ωB97M-V functional and the def2-TZVPD basis.

Last column: Löwdin charge in e.
Element x y z (Å)
N  1.21  1.32  0.18  0.114
H  1.55  0.87  -0.65  0.083
O  -0.30  -1.02  0.43  0.006
H  0.55  0.77  0.70  0.064
N  -2.18  -1.85  -0.62  0.128
O  1.68  3.02  1.59  -0.004
H  -2.75  -1.04  -0.45  0.109
H  -2.49  -2.74  -0.97  0.090
C  -0.92  -1.91  -0.10  -0.402
H  -0.48  -2.90  -0.29  0.128
C  1.80  2.49  0.50  -0.436
H  2.33  2.98  -0.32  0.118

Summary:
ΔE to the lowest compared entry with this formula, charge and spin ... 10.1 kcal/mol
HOMO energy ... -9.43 eV
Charge ... 0
DFT total energy ... -9246.88089 eV
Kohn-Sham gap ... 0.3683 Eh
Structure (SMILES) ... NC=O.NC=O

***

(3)
A molecular structure, C45H50BrIN3O3P2TeTi, computed with the ωB97M-V functional and the def2-TZVPD basis.

Last column: Löwdin charge in e.
Element x y z (Å)
C  -3.32  -2.49  4.57  -0.085
N  -1.40  3.11  1.99  0.013
H  0.74  -1.00  6.90  0.050
H  1.54  -1.54  -3.55  0.043
C  -2.09  1.60  -1.35  -0.086
H  -1.29  -4.39  -6.47  0.121
C  -0.31  0.40  -2.75  -0.410
C  -0.86  1.57  -2.23  -0.324
C  5.86  -0.08  1.48  -0.671
H  -3.66  -0.34  -2.97  0.058
H  2.18  1.77  -4.60  0.122
C  4.58  -0.30  1.94  -0.058
H  -2.34  -3.09  -8.71  0.080
C  2.55  -0.30  -1.08  -0.047
H  2.49  4.23  -3.30  0.072
C  -2.43  -0.83  6.61  -0.082
C  -1.70  -3.52  -5.97  -0.028
H  6.41  3.02  2.70  0.105
H  -3.55  -4.16  -8.00  0.079
C  1.41  -0.74  -4.28  -0.073
H  -0.39  -5.13  -4.30  0.078
H  0.92  5.04  -3.23  0.073
C  1.46  4.21  -3.69  -0.044
C  3.72  -0.36  -1.83  -0.096
H  4.59  2.91  -1.76  0.100
H  2.38  -0.49  -4.69  0.079
H  -4.03  -1.66  7.77  0.106
H  4.07  -1.31  -2.21  0.105
H  1.97  -1.18  -0.87  0.096
H  -2.67  0.72  -3.96  0.070
Te  -1.03  -1.49  -2.12  1.456
C  -3.37  -0.11  -4.00  -0.077
C  -3.53  -1.66  6.82  -0.073
C  -2.23  -1.65  4.34  -0.368
C  2.85  2.08  -0.82  -0.026
H  7.54  1.25  1.39  0.100
H  -2.09  -0.19  7.41  0.099
H  0.03  -3.93  -3.08  0.014
H  -3.68  -3.15  3.79  0.098
H  -3.07  -0.78  1.18  0.036
C  -3.42  3.19  2.81  -0.773
C  -0.46  1.66  6.11  -0.240
H  -4.81  -3.15  5.96  0.107
C  -2.75  -1.31  -4.66  -0.296
O  0.77  2.06  1.06  -0.212
C  -1.23  -3.20  -4.70  -0.318
C  -3.15  -3.14  -7.99  -0.053
P  -1.37  -1.55  2.71  0.875
C  -2.82  1.95  3.08  -0.189
Br  6.73  -1.42  0.46  0.737
H  0.31  -3.15  3.39  0.038
C  -2.47  3.90  2.10  -0.129
H  0.80  -3.90  -4.65  0.082
H  -0.54  3.16  1.42  0.129
C  4.60  1.90  2.95  -0.007
H  2.50  3.02  -0.41  0.118
H  -2.25  -2.22  0.60  -0.014
H  -1.91  2.25  -0.49  0.060
H  -1.37  2.21  5.86  0.043
C  3.95  0.70  2.67  -0.121
H  -2.36  0.62  -0.98  0.005
C  1.32  1.72  -3.94  -0.017
H  4.04  -1.21  1.70  0.117
H  -2.94  2.01  -1.91  0.085
P  -0.30  0.20  5.04  0.880
H  1.23  -1.66  5.31  0.040
H  -4.25  0.22  -4.55  0.077
C  1.02  -0.75  5.87  -0.225
H  -3.96  -1.07  -6.41  0.112
H  0.04  -3.14  1.65  0.049
C  -0.46  -3.12  2.62  -0.229
C  5.89  2.09  2.50  -0.065
N  -1.60  1.91  2.56  -0.051
C  0.79  0.47  -3.64  -0.292
C  -0.14  -4.08  -4.14  -0.090
C  0.81  2.89  -3.39  -0.271
C  2.12  0.92  -0.58  -0.159
H  -1.12  -3.99  2.72  0.049
C  -3.19  -1.67  -5.94  -0.019
O  1.86  1.49  3.53  -0.092
H  -3.22  1.11  3.62  0.109
H  4.07  2.67  3.49  0.119
H  -2.50  4.88  1.67  0.125
Ti  0.16  0.58  2.40  0.725
H  5.37  0.74  -2.65  0.101
C  -2.69  -1.76  1.48  -0.248
C  0.91  0.96  0.30  -0.602
C  4.01  2.01  -1.58  -0.081
C  2.52  0.52  3.06  -0.609
O  1.93  -0.58  2.81  -0.091
C  -1.78  -0.82  5.38  -0.381
C  -3.96  -2.50  5.80  -0.072
H  -3.52  -2.38  1.83  0.033
H  -0.71  3.70  -2.13  0.119
C  6.53  1.10  1.76  -0.122
C  -2.67  -2.77  -6.61  -0.271
C  4.45  0.79  -2.07  -0.090
N  0.11  -0.03  0.51  -0.029
H  1.52  4.40  -4.76  0.080
C  -0.28  2.79  -2.56  -0.015
H  0.39  2.30  5.91  0.047
H  -0.47  1.41  7.17  0.041
C  -1.75  -2.07  -4.04  -0.412
H  0.78  -1.12  -5.08  0.082
H  -3.95  -2.47  -8.32  0.071
H  1.92  -0.13  5.88  0.052
I  -5.30  3.81  3.36  0.869

Summary:
ΔE to the lowest compared entry with this formula, charge and spin ... 12.6 kcal/mol
2S+1 ... 2
HOMO energy (alpha / beta) ... -7.08 / -7.08 eV
Charge ... 0
DFT total energy ... -185222.95900 eV
Kohn-Sham gap (alpha / beta) ... 0.2718 / 0.2720 Eh

***

(4)
A gas-phase ion, C4H4NO (charge -1) in a non-equilibrium geometry, computed with the ωB97M-V functional and the def2-TZVPD basis.

Last column: Löwdin charge in e.
Element x y z (Å)
O  2.94  0.00  -0.08  -0.205
H  -1.00  -0.52  -0.79  0.076
H  1.22  1.31  1.33  0.069
H  0.12  1.43  -0.18  0.059
N  1.65  -0.18  -0.09  -0.397
H  -1.06  -2.11  -0.02  0.037
C  1.03  -1.44  -0.22  -0.092
C  -0.52  -1.21  -0.07  -0.382
C  0.79  0.87  0.43  -0.105
C  0.01  -0.67  1.15  -0.061

Summary:
ΔE to the lowest compared entry with this formula, charge and spin ... 74.6 kcal/mol
HOMO energy ... -2.97 eV
Charge ... -1
DFT total energy ... -7743.31317 eV
Kohn-Sham gap ... 0.2764 Eh
Structure (SMILES) ... [O-]N1CC2=C1C2

***

(5)
A molecular structure, C12H18BBr in a non-equilibrium geometry, computed with the ωB97M-V functional and the def2-TZVPD basis.

Last column: Löwdin charge in e.
Element x y z (Å)
H  0.23  0.91  1.24  0.126
C  2.38  0.26  -0.96  -0.515
H  2.48  -2.64  -1.20  0.158
C  1.51  -2.22  -0.64  -0.130
C  0.41  -3.20  -1.07  -0.236
C  -0.35  -3.89  -0.27  -0.031
B  1.17  -0.74  -0.75  -0.467
H  -0.18  -3.71  0.81  0.070
H  1.72  -2.45  0.35  0.086
H  -1.79  2.32  -0.59  0.141
C  3.24  2.14  0.36  0.069
H  4.25  1.82  0.37  0.049
H  3.41  -0.30  -0.88  0.129
H  -0.74  0.05  -1.53  0.175
H  -1.17  -4.59  -0.75  0.099
H  0.58  2.32  -1.19  0.106
H  0.90  3.11  0.25  0.100
Br  2.25  0.50  -2.93  0.736
C  -2.49  0.94  1.20  -0.181
H  -2.22  0.54  2.10  0.075
H  -1.04  -0.62  0.11  0.092
C  -1.52  1.87  0.42  -0.151
C  2.19  1.59  -0.22  -0.347
H  -4.30  0.00  1.53  0.033
H  0.18  -3.19  -2.15  0.105
C  0.85  2.20  -0.19  -0.160
C  -3.71  0.59  0.88  -0.006
H  3.30  3.05  1.00  0.077
C  -0.25  -0.10  -0.44  -0.051
H  -4.24  0.72  -0.12  0.085
C  -0.15  1.25  0.34  -0.373
H  -1.42  2.88  0.98  0.139

Summary:
ΔE to the lowest compared entry with this formula, charge and spin ... 9.0 kcal/mol
HOMO energy ... -9.43 eV
Charge ... 0
DFT total energy ... -83451.54285 eV
Kohn-Sham gap ... 0.3595 Eh

***

- Which of these has the lowest charge?
  C4H4NO